{"formula": "C15H22N2O4S", "method": "ωB97M-V/def2-TZVPD", "symbols": ["S", "O", "O", "O", "O", "N", "N", "C", "C", "C", "C", "C", "C", "C", "C", "C", "C", "C", "C", "C", "C", "C", "H", "H", "H", "H", "H", "H", "H", "H", "H", "H", "H", "H", "H", "H", "H", "H", "H", "H", "H", "H", "H", "H"], "positions_angstrom": [[-0.79, 0.85, 2.58], [2.18, -3.13, -2.26], [1.43, 1.68, -2.01], [-0.57, 2.26, 2.70], [-0.44, -0.01, 3.67], [1.99, -0.86, -2.39], [-2.42, 0.65, 2.32], [-3.04, -0.61, -0.03], [0.39, -1.04, 0.95], [-3.00, -0.67, 2.48], [3.11, -2.00, -4.17], [0.40, 1.23, 0.16], [1.03, -1.45, -0.21], [2.38, -2.09, -2.84], [1.20, 3.07, -1.84], [-3.76, -1.12, 1.22], [1.35, -0.53, -1.19], [1.05, 0.84, -1.00], [-3.05, 0.92, -0.07], [-3.05, 1.51, 1.36], [0.08, 0.29, 1.11], [4.52, -1.44, -3.97], [5.08, -2.06, -3.29], [2.54, -1.37, -4.87], [0.15, -1.75, 1.73], [1.71, 3.45, -0.95], [-3.67, -0.65, 3.34], [-4.08, 1.68, 1.69], [-2.18, -1.35, 2.71], [3.17, -3.01, -4.58], [0.16, 2.26, 0.37], [0.13, 3.29, -1.77], [-3.95, 1.27, -0.59], [-4.77, -0.72, 1.24], [-2.01, -0.97, -0.01], [5.04, -1.41, -4.92], [-2.19, 1.27, -0.63], [-3.82, -2.20, 1.21], [1.28, -2.49, -0.37], [4.48, -0.43, -3.57], [1.61, 3.54, -2.73], [-2.52, 2.46, 1.40], [2.19, -0.05, -2.96], [-3.52, -1.01, -0.92]], "lowdin_charge": [0.672, 0.081, -0.091, -0.286, -0.276, 0.147, -0.244, -0.182, -0.063, -0.188, -0.161, -0.011, 0.019, -0.473, -0.066, -0.169, -0.129, -0.191, -0.160, -0.190, -0.272, -0.089, 0.082, 0.114, 0.117, 0.103, 0.125, 0.128, 0.107, 0.116, 0.110, 0.098, 0.110, 0.112, 0.093, 0.073, 0.090, 0.113, 0.107, 0.068, 0.097, 0.111, 0.138, 0.111], "molar_mass_g_mol": 326.42, "homo_ev": -8.54, "lumo_ev": 0.48, "smiles": "CCC(=O)Nc1ccc(S(=O)(=O)N2CCCCC2)cc1OC", "de_lowest_kcal_mol": 35.0, "gap_ev": 9.02}

{"formula": "C25H46Cl2N3O5PtSi", "method": "ωB97M-V/def2-TZVPD", "symbols": ["Pt", "Cl", "Cl", "Si", "O", "O", "O", "O", "O", "N", "N", "N", "C", "C", "C", "C", "C", "C", "C", "C", "C", "C", "C", "C", "C", "C", "C", "C", "C", "C", "C", "C", "C", "C", "C", "C", "C", "H", "H", "H", "H", "H", "H", "H", "H", "H", "H", "H", "H", "H", "H", "H", "H", "H", "H", "H", "H", "H", "H", "H", "H", "H", "H", "H", "H", "H", "H", "H", "H", "H", "H", "H", "H", "H", "H", "H", "H", "H", "H", "H", "H", "H", "H"], "positions_angstrom": [[0.04, 0.58, -0.66], [-0.62, 2.44, -1.93], [0.51, 2.19, 1.07], [2.92, 2.34, -4.65], [2.42, 0.14, -0.44], [0.24, -0.72, -2.40], [2.71, 4.00, -4.61], [0.20, -1.39, 0.29], [-2.49, -0.45, -1.40], [-0.11, -1.12, -4.61], [3.59, 1.45, 1.06], [-0.51, -3.07, 1.62], [3.77, 4.95, -9.59], [3.25, 6.36, -4.81], [4.68, 1.79, -4.82], [-2.77, 1.24, 0.29], [-1.98, 0.36, -0.63], [4.83, 8.31, -4.91], [0.16, -4.05, 0.78], [3.59, 1.89, 2.46], [2.06, 5.16, -7.90], [2.41, 1.81, -2.95], [-0.33, -0.41, -3.50], [4.15, 2.37, 0.07], [2.89, 0.35, 0.70], [1.90, 1.70, -6.06], [2.67, 6.67, -3.47], [4.69, 4.51, -8.63], [2.45, 5.27, -9.23], [-0.74, -0.78, -5.90], [0.97, -2.09, -4.63], [-0.57, -1.79, 1.22], [4.18, 7.09, -5.46], [2.63, 5.12, -5.49], [4.32, 4.48, -7.29], [3.04, 4.89, -6.93], [-1.51, -3.54, 2.58], [-2.28, -4.17, 2.09], [5.06, 2.81, 0.50], [1.02, -3.58, 0.29], [-1.73, -0.32, -5.72], [2.68, -0.36, 1.53], [4.11, 5.09, -10.63], [3.32, 1.02, 3.09], [-2.01, -2.65, 3.00], [3.41, 7.24, -2.90], [-0.11, -0.07, -6.47], [2.88, 2.70, 2.65], [-3.42, 1.89, -0.33], [1.03, 5.34, -7.56], [1.32, 1.91, -2.97], [2.00, 0.61, -6.11], [1.74, 7.27, -3.49], [4.60, 2.24, 2.71], [5.20, 8.16, -3.87], [0.81, -2.74, -5.51], [4.62, 0.69, -4.73], [-1.33, -1.16, 1.71], [-1.05, -4.13, 3.38], [1.97, -1.61, -4.74], [0.97, -2.67, -3.70], [5.13, 2.04, -5.79], [-3.42, 0.61, 0.93], [1.72, 5.62, -9.97], [5.71, 8.57, -5.52], [5.31, 2.20, -4.03], [4.43, 1.82, -0.85], [0.46, -4.89, 1.41], [2.44, 5.72, -2.97], [2.24, 2.10, -7.02], [0.85, 1.99, -5.95], [4.16, 9.19, -4.88], [3.49, 3.22, -0.19], [2.66, 0.77, -2.67], [5.70, 4.22, -8.91], [4.49, 6.81, -6.47], [-0.53, -4.43, 0.00], [5.02, 4.15, -6.52], [-0.99, 0.45, -3.59], [2.78, 2.48, -2.16], [1.57, 5.42, -5.54], [-2.13, 1.87, 0.94], [-0.85, -1.72, -6.48]], "lowdin_charge": [0.639, -0.033, -0.123, 0.384, -0.141, -0.163, -0.160, -0.160, -0.089, -0.174, -0.214, -0.191, -0.100, -0.217, -0.173, -0.159, -0.692, -0.115, -0.037, -0.103, -0.030, -0.195, -0.288, -0.058, -0.388, -0.146, -0.032, -0.087, -0.080, -0.045, -0.044, -0.242, -0.114, -0.288, -0.055, -0.203, -0.059, 0.089, 0.077, 0.092, 0.098, 0.132, 0.097, 0.084, 0.086, 0.069, 0.062, 0.056, 0.065, 0.122, -0.087, 0.021, 0.097, 0.072, 0.073, 0.078, 0.036, 0.141, 0.083, 0.091, 0.091, 0.008, 0.060, 0.098, 0.066, 0.038, 0.082, 0.080, 0.089, 0.030, 0.045, 0.081, 0.089, 0.033, 0.101, 0.096, 0.100, 0.115, 0.091, 0.026, 0.142, 0.001, 0.082], "molar_mass_g_mol": 762.73, "homo_ev": [-0.57, -3.87], "lumo_ev": [2.46, 2.43], "spin_multiplicity": 3, "de_lowest_kcal_mol": 0.0, "gap_ev": [3.03, 6.30], "charge": -1}

Number 1: largest force on an atom 0.0228 hartree/bohr. Number 2: largest force on an atom 0.0823 hartree/bohr.